A cluster of 12 separate species, C17H58N10O12 in total in a non-equilibrium geometry, computed with ωB97M-V/def2-TZVPD.

Properties
frontier orbital gap	8.01	eV
structure (SMILES)	NC(N)=O.NC(N)=O.NC(N)=O.NC(N)=O.NC(N)=O.CCO.CCO.CCO.CCO.CCO.CO.CO
energy relative to the best compared isomer or geometry (same formula, charge and spin)	3.307	eV

Geometry as XYZ:
```
97
Properties=species:S:1:pos:R:3:lowdin_charge:R:1
N 3.8994 2.1917 -2.5084 0.161
C 2.8614 1.4347 -2.7764 -0.603
N 1.7744 1.7837 -2.1544 0.165
O 2.8414 0.2507 -3.4784 -0.102
H 4.7504 1.9047 -3.0154 0.136
H 4.0444 2.5297 -1.5554 0.091
H 0.9664 1.2457 -2.3314 0.076
H 1.6754 2.7557 -1.7614 0.085
N 1.2114 -1.8343 1.7376 0.180
C 1.0994 -1.9113 2.9806 -0.643
N 1.5584 -0.8503 3.5816 0.135
O 0.5384 -3.0013 3.6946 -0.157
H 1.1014 -2.7423 1.1806 0.168
H 1.5134 -1.0143 1.1616 0.099
H 1.4454 -0.8223 4.6176 0.151
H 1.9844 -0.0513 3.1166 0.045
N -0.1036 -2.5983 -1.8494 0.182
C -1.1716 -3.2443 -2.2894 -0.654
N -2.2416 -3.1173 -1.6084 0.215
O -1.2046 -3.9503 -3.4304 -0.098
H 0.6304 -2.5853 -2.5294 0.126
H -0.0266 -2.0913 -0.9694 0.092
H -3.0276 -3.6033 -1.8524 0.099
H -2.3616 -2.4713 -0.8644 0.061
N 3.5264 3.4107 3.3216 0.175
C 3.6574 2.1717 2.9836 -0.546
N 4.8364 1.6537 2.9466 0.211
O 2.4614 1.5617 2.5426 -0.161
H 2.5654 3.7777 3.5136 0.159
H 4.3064 4.1017 3.3976 0.150
H 4.8624 0.6427 2.7066 0.138
H 5.6274 1.9847 3.4166 0.112
N 0.8544 3.1547 1.0256 0.198
C 0.7034 3.8997 -0.0034 -0.626
N 1.8194 4.0557 -0.6824 0.119
O -0.5106 4.4077 -0.3874 -0.091
H 0.0704 2.7767 1.5566 0.087
H 1.6414 2.6277 1.2926 0.045
H 1.7194 4.8297 -1.3224 0.135
H 2.7824 3.7857 -0.4974 0.118
C 5.2584 -0.8123 -1.1274 -0.089
C 5.1154 0.3197 -0.1254 -0.326
O 3.7294 0.3197 0.1666 -0.086
H 4.3994 -0.8713 -1.8434 0.074
H 5.3554 -1.8193 -0.6424 0.083
H 6.2314 -0.7503 -1.7114 0.091
H 5.3894 1.2147 -0.5874 0.062
H 5.7964 0.1147 0.7316 0.114
H 3.6774 -0.0113 1.0606 0.045
C -1.5776 -0.7703 -5.1154 -0.052
C -0.5586 0.1637 -4.4064 -0.258
O -0.6986 0.0377 -3.0084 -0.106
H -2.5816 -0.3723 -4.9004 0.057
H -1.5776 -1.8593 -4.8394 0.084
H -1.4106 -0.5703 -6.1374 0.053
H -0.7956 1.2067 -4.6454 0.124
H 0.4484 -0.0343 -4.7364 0.097
H -0.5726 -0.8473 -2.7554 0.023
C -5.5776 -0.9793 0.5176 -0.053
C -4.1966 -0.4343 0.9786 -0.283
O -3.3076 -0.9953 0.0516 -0.130
H -6.0046 -0.4313 -0.3014 0.064
H -6.1956 -0.9513 1.4216 0.082
H -5.4916 -1.9623 0.3236 0.016
H -4.0316 -0.6943 2.0496 0.118
H -4.1626 0.6597 0.8546 0.105
H -3.0556 -0.3373 -0.5924 0.026
C -2.2556 1.9427 2.4976 -0.057
C -1.3636 1.0277 3.3576 -0.344
O -0.1096 1.5197 3.4936 -0.074
H -1.8596 2.0347 1.5336 0.031
H -2.1966 2.9667 2.8926 0.090
H -3.2926 1.5837 2.4976 0.066
H -1.3656 0.0787 2.8156 0.102
H -1.8316 0.8687 4.4076 0.144
H 0.4464 0.8297 3.7276 -0.005
C -1.8466 -3.8333 1.5326 -0.076
C -3.3736 -3.8163 1.6786 -0.296
O -3.8256 -5.1623 1.8556 -0.076
H -1.5706 -4.4243 0.6566 0.072
H -1.2906 -4.3093 2.3426 0.074
H -1.4596 -2.8883 1.4506 0.010
H -3.8576 -3.3983 0.8236 0.065
H -3.7836 -3.2003 2.4696 0.109
H -3.8226 -5.4603 0.9306 0.084
C -3.7606 0.8447 -2.4774 -0.128
O -2.6466 1.2427 -1.6714 -0.130
H -4.6246 0.7027 -1.8084 0.068
H -3.6616 -0.1393 -3.0214 0.094
H -4.0386 1.6277 -3.1714 0.081
H -1.9056 1.0237 -2.2094 0.005
C -0.1506 0.4957 0.1536 -0.164
O 0.9294 -0.0903 -0.4594 -0.152
H 0.1614 0.8097 1.1546 0.056
H -0.9236 -0.3083 0.1976 0.095
H -0.5416 1.3447 -0.3674 0.070
H 1.5334 0.5077 -0.8704 0.015
```

=====

A cluster of 12 separate species, C17H58N14O12 in total in a non-equilibrium geometry, computed with ωB97M-V/def2-TZVPD.

Properties
frontier orbital gap	9.32	eV
structure (SMILES)	NC(N)=O.NC(N)=O.NC(N)=O.NC(N)=O.NC(N)=O.NC(N)=O.NC(N)=O.CCO.CCO.CCO.CCO.CCO
energy relative to the best compared isomer or geometry (same formula, charge and spin)	0.185	eV

Geometry as XYZ:
```
101
Properties=species:S:1:pos:R:3:lowdin_charge:R:1
N 3.0933 3.3513 -1.5543 0.171
C 2.6097 2.3290 -0.7903 -0.641
N 1.9368 1.4142 -1.4904 0.186
O 2.7208 2.2051 0.4381 -0.031
H 2.8921 3.4646 -2.5115 0.075
H 3.6146 4.0991 -1.0287 0.141
H 1.9757 1.4126 -2.5083 0.053
H 1.4867 0.5677 -1.1129 0.085
N 1.1739 0.2779 -5.9215 0.165
C 1.1781 1.2005 -4.9437 -0.682
N -0.0336 1.6451 -4.4730 0.152
O 2.2264 1.6080 -4.4331 -0.035
H 2.0939 0.1124 -6.3478 0.127
H 0.3030 -0.0996 -6.2507 0.076
H -0.7565 0.9483 -4.6992 0.032
H -0.0253 2.1766 -3.5573 0.130
N -2.9529 -0.9350 -3.4799 0.152
C -2.2500 -1.2728 -4.6537 -0.601
N -2.2735 -2.5908 -4.9865 0.179
O -1.5922 -0.4031 -5.1965 -0.025
H -3.2694 0.0299 -3.5118 0.096
H -3.5300 -1.6258 -2.9869 0.075
H -2.5495 -3.1756 -4.1873 0.073
H -1.5058 -2.8773 -5.6167 0.130
N 4.3786 2.8952 2.8570 0.149
C 4.7109 3.8053 3.8867 -0.604
N 3.7684 3.9153 4.9033 0.139
O 5.7862 4.4386 3.9342 -0.011
H 3.4824 3.0155 2.4878 -0.001
H 5.0969 2.9488 2.1621 0.090
H 2.8563 3.6548 4.5459 0.071
H 3.8154 4.7227 5.5152 0.102
N -1.8043 -5.0721 -2.2814 0.176
C -3.1016 -4.7363 -2.3895 -0.712
N -3.8713 -5.7903 -2.7486 0.141
O -3.5553 -3.6079 -2.3429 0.008
H -1.4707 -5.9801 -2.6097 0.120
H -1.1845 -4.4047 -1.8403 0.063
H -4.8255 -5.5099 -2.5395 0.109
H -3.7086 -6.7696 -2.5188 0.109
N -0.7359 0.3661 1.4826 0.178
C -0.8454 -0.1967 0.2056 -0.552
N -2.0138 -0.1100 -0.5049 0.196
O 0.1843 -0.7302 -0.2765 -0.060
H 0.1028 0.1225 2.0658 0.094
H -1.5820 0.4549 1.9644 0.059
H -2.8109 0.2555 -0.0276 0.101
H -1.9334 -0.3964 -1.4556 0.067
N 3.6088 -0.9737 4.0497 0.149
C 3.0220 -1.3705 2.9025 -0.630
N 2.5933 -0.4550 1.9579 0.199
O 2.9362 -2.6258 2.6847 -0.047
H 4.2798 -1.7225 4.3059 0.125
H 4.0287 -0.0497 4.2508 0.114
H 2.0887 -0.8909 1.2455 0.042
H 2.8534 0.5367 1.8525 0.090
C -0.1583 5.2964 1.8554 -0.092
C 0.2415 3.9840 2.5716 -0.299
O 1.6492 3.8497 2.4446 -0.139
H -1.1592 5.5651 2.2789 0.068
H -0.4030 5.1898 0.7624 0.080
H 0.4816 6.1278 2.1486 0.069
H -0.3218 3.0646 2.2556 0.104
H 0.1046 4.0536 3.6921 0.121
H 1.8476 3.4181 1.5998 0.034
C -3.4813 2.1697 -6.2312 -0.099
C -3.0422 3.3224 -5.3778 -0.319
O -3.0502 2.8585 -3.9988 -0.121
H -3.3615 2.4469 -7.2721 0.069
H -4.5803 1.9669 -6.1802 0.086
H -2.9134 1.2403 -5.9324 0.065
H -3.7550 4.1875 -5.4158 0.116
H -2.0515 3.7179 -5.7080 0.111
H -3.0152 3.6397 -3.4214 0.082
C -2.0948 -3.5024 4.3339 -0.087
C -1.0891 -2.9888 3.2866 -0.304
O 0.0311 -2.3692 3.8683 -0.079
H -2.7810 -4.1727 3.7796 0.075
H -2.7085 -2.6637 4.7518 0.066
H -1.7395 -3.9768 5.2725 0.081
H -1.6558 -2.1740 2.8264 0.086
H -0.8111 -3.7950 2.5881 0.117
H 0.8412 -2.5675 3.4218 0.036
C 2.5473 -3.3920 -0.6156 -0.080
C 1.1606 -3.9074 -0.1662 -0.283
O 0.0945 -3.3519 -0.9435 -0.160
H 3.2723 -3.5072 0.1558 0.052
H 2.4429 -2.3360 -0.8055 0.051
H 2.8638 -3.8128 -1.5915 0.082
H 0.9671 -3.4782 0.9078 0.111
H 1.1186 -5.0527 -0.1884 0.129
H 0.3000 -2.3933 -1.0723 0.056
C -1.0023 -0.2855 6.2327 -0.069
C -1.2779 0.2235 4.8510 -0.334
O -0.0985 0.5959 4.1698 -0.113
H -1.8630 -0.7748 6.6064 0.062
H -0.7138 0.5604 6.8216 0.074
H -0.2168 -1.0330 6.3009 0.080
H -1.8723 1.1306 4.9212 0.112
H -1.8332 -0.4286 4.1203 0.096
H 0.3703 -0.2478 4.1744 0.047
```

=====

A cluster of 11 separate species, C17H58N20O11 in total in a non-equilibrium geometry, computed with ωB97M-V/def2-TZVPD.

Properties
frontier orbital gap	8.85	eV
structure (SMILES)	COC[C@H](C)N.COC[C@H](C)N.NC(N)=O.NC(N)=O.NC(N)=O.NC(N)=O.NC(N)=O.NC(N)=O.NC(N)=O.NC(N)=O.NC(N)=O
energy relative to the best compared isomer or geometry (same formula, charge and spin)	2.114	eV

Geometry as XYZ:
```
106
Properties=species:S:1:pos:R:3:lowdin_charge:R:1
C 0.7696 -2.2948 -1.6195 -0.096
O -0.1623 -1.2559 -1.4808 -0.200
C 0.2030 -0.3424 -0.5167 -0.240
C 0.2527 -0.7640 0.9281 -0.389
C -0.9796 -1.6128 1.3550 -0.051
N 0.3139 0.4339 1.8228 0.053
H 1.6894 -1.7283 -1.9332 0.087
H 0.4355 -2.9526 -2.4067 0.081
H 0.9754 -2.9075 -0.7448 0.091
H 1.1675 -0.0193 -0.8867 0.082
H -0.4263 0.5545 -0.5811 0.132
H 1.0876 -1.4104 1.1801 0.125
H -1.8735 -1.0391 0.9998 0.081
H -0.9830 -1.7240 2.4690 0.089
H -1.0360 -2.6235 0.9323 0.067
H 0.2943 0.0885 2.7858 0.032
H -0.5486 0.9447 1.6837 0.070
C -4.5551 -2.7429 1.6423 -0.095
O -4.8584 -3.4538 0.4256 -0.191
C -3.7831 -3.3281 -0.5512 -0.182
C -4.4369 -3.2346 -1.9558 -0.386
C -5.0926 -4.5632 -2.3543 -0.070
N -3.3437 -2.9016 -3.0010 0.033
H -3.6277 -3.1385 2.0650 0.075
H -5.2954 -3.0290 2.3877 0.083
H -4.4951 -1.6544 1.5135 0.084
H -3.3878 -2.3151 -0.4268 0.092
H -2.9637 -4.0854 -0.5196 0.139
H -5.1940 -2.4524 -2.0075 0.123
H -5.4952 -4.7358 -3.3450 0.071
H -5.8834 -4.7379 -1.6575 0.061
H -4.3262 -5.2900 -2.0885 0.075
H -3.7831 -2.3428 -3.7176 0.049
H -2.6356 -2.3270 -2.5739 0.025
N -1.4182 1.8319 -3.6072 0.134
C -1.8668 3.0807 -3.1882 -0.655
N -2.7442 3.7822 -4.0387 0.141
O -1.4036 3.5682 -2.1714 0.022
H -1.6031 1.5667 -4.5751 0.088
H -0.5505 1.4467 -3.2072 0.089
H -3.3854 3.2668 -4.6428 0.096
H -2.8368 4.7846 -4.0009 0.098
N -0.1509 0.4355 6.3378 0.157
C 0.9552 -0.0751 5.8429 -0.725
N 2.0635 -0.2759 6.5754 0.176
O 1.0371 -0.2120 4.6330 -0.011
H -0.5556 0.1256 7.2567 0.138
H -0.8106 0.4744 5.5540 0.121
H 2.0685 0.1284 7.5194 0.115
H 2.9634 -0.4037 6.1158 0.093
N 2.4807 2.3935 2.7264 0.167
C 2.0825 3.4212 3.5140 -0.708
N 3.1012 4.1990 4.0256 0.133
O 0.9546 3.8067 3.5647 0.030
H 1.7763 1.7630 2.3231 0.059
H 3.3970 2.0500 2.9575 0.088
H 2.6545 4.7815 4.7535 0.114
H 4.0827 3.8972 4.0243 0.106
N 3.1215 -5.2204 -2.9387 0.156
C 3.9032 -4.0815 -3.1092 -0.591
N 4.1230 -3.5978 -4.4369 0.119
O 4.5148 -3.5047 -2.1777 -0.022
H 2.7176 -5.6803 -3.7385 0.095
H 3.1542 -5.6187 -2.0408 0.088
H 4.5149 -2.6781 -4.5919 0.091
H 3.7598 -4.1046 -5.2388 0.081
N -3.9054 2.6663 -0.2776 0.183
C -4.4094 1.4525 -0.5718 -0.692
N -3.8823 0.9250 -1.7537 0.143
O -5.3214 0.9245 0.0164 0.031
H -4.0721 3.1537 0.5744 0.081
H -3.3469 3.1838 -0.9488 0.076
H -2.8826 1.0473 -1.9112 0.053
H -4.2855 0.0412 -2.0543 0.080
N 2.9628 1.9738 -0.6470 0.182
C 3.7193 0.8762 -0.4537 -0.685
N 3.8863 -0.0730 -1.3905 0.191
O 4.2508 0.7828 0.6525 -0.027
H 2.7555 2.4294 0.2221 0.084
H 2.2976 1.8853 -1.4127 0.085
H 4.6277 -0.7268 -1.2804 0.094
H 3.5046 -0.0521 -2.3354 0.074
N -2.0023 3.4906 2.8478 0.143
C -2.4577 4.8555 2.7507 -0.613
N -1.5270 5.9460 2.8437 0.130
O -3.5870 5.1170 2.4647 0.023
H -2.7690 2.8465 2.9009 0.075
H -1.1151 3.1814 3.2091 0.038
H -2.0361 6.8522 2.9298 0.113
H -0.6550 5.7721 3.2812 0.043
N 3.6405 -1.2267 2.9722 0.145
C 4.8921 -1.0933 3.5253 -0.689
N 5.8892 -0.8440 2.6576 0.160
O 4.9903 -0.9937 4.7472 -0.012
H 2.8970 -0.9862 3.6175 0.054
H 3.5468 -0.6013 2.1501 0.065
H 5.6662 -0.7815 1.6678 0.083
H 6.6730 -0.3558 3.0726 0.112
N 2.1733 1.9615 -5.4627 0.193
C 1.6251 0.9414 -4.8083 -0.702
N 0.6442 0.1868 -5.4069 0.145
O 1.9011 0.7431 -3.6479 0.019
H 1.7311 2.2463 -6.2995 0.098
H 2.7375 2.5843 -4.9351 0.115
H 0.4523 -0.7187 -4.9369 0.127
H 0.6670 0.0206 -6.4121 0.104
```

=====

A cluster of 15 separate species, C17H59N2O18 in total in a non-equilibrium geometry, computed with ωB97M-V/def2-TZVPD.

Properties
frontier orbital gap (spin up / spin down)	8.39 / 9.51	eV
⟨S²⟩	0.754
multiplicity	2

Geometry as XYZ:
```
96
Properties=species:S:1:pos:R:3:lowdin_charge:R:1
C 3.6706 -3.0212 0.2536 0.037
C 3.7770 -2.9833 1.7577 -0.544
O 3.6822 -3.9781 2.3586 0.165
O 3.9944 -1.8009 2.4369 -0.051
C 2.7032 -1.1877 2.7581 -0.132
C 2.4232 -0.0763 1.7384 -0.125
C 0.9355 0.3585 1.8110 -0.113
C 0.1867 0.3003 0.4775 -0.375
C 0.9188 1.0426 -0.6893 -0.111
C 1.6834 2.3192 -0.2714 -0.066
C 3.1897 2.2413 -0.3746 -0.555
N 3.8195 1.2699 -1.1362 0.150
O 3.8594 3.0631 0.1706 0.072
C -1.1775 1.0157 0.6359 -0.068
C -2.2959 0.2437 1.3675 -0.415
C -3.5887 0.9897 0.9802 -0.062
C -2.1601 0.4545 2.8985 -0.011
N -2.4598 -1.1680 0.9481 -0.062
O -3.3634 -1.3278 0.0605 -0.047
C -1.2152 -1.9367 0.7075 -0.423
C -0.6409 -2.6409 1.9532 -0.018
C -1.5696 -3.0990 -0.2493 -0.050
C -0.0990 -1.1528 -0.0202 -0.054
H 3.3463 -2.0864 -0.1989 0.059
H 4.6364 -3.2550 -0.1828 0.093
H 2.9341 -3.7714 -0.0005 0.090
H 1.9274 -1.9451 2.7367 0.099
H 2.7583 -0.7277 3.7402 0.129
H 3.0188 0.7736 2.0661 0.111
H 2.7339 -0.3734 0.7467 0.076
H 0.4572 -0.2572 2.5700 0.094
H 0.8766 1.3706 2.2049 0.114
H 0.1451 1.3476 -1.3841 0.107
H 1.5312 0.3322 -1.2411 0.100
H 1.4174 2.7085 0.7039 0.117
H 1.4018 3.0994 -0.9941 0.111
H 4.7640 1.2114 -0.7687 0.070
H 3.4405 0.3400 -1.0003 0.061
H -0.9822 1.9415 1.1738 0.115
H -1.5815 1.3302 -0.3260 0.120
H -3.6421 1.1982 -0.0776 0.045
H -4.4721 0.5163 1.3849 0.081
H -3.5083 1.9584 1.4768 0.080
H -3.1693 0.5705 3.2980 0.081
H -1.7221 -0.3805 3.4405 0.063
H -1.6592 1.3843 3.1326 0.081
H 0.3680 -2.9946 1.7786 0.071
H -1.2359 -3.5393 2.1281 0.087
H -0.6728 -2.0562 2.8695 0.062
H -2.3755 -3.7010 0.1261 0.053
H -0.6849 -3.7422 -0.2393 0.094
H -1.7024 -2.7650 -1.2723 0.083
H 0.8434 -1.6979 0.0603 0.116
H -0.3133 -1.1012 -1.0891 0.095
O -6.2648 1.5531 0.1146 -0.049
H -6.4887 0.7335 -0.3432 0.046
H -6.7661 2.2295 -0.3550 0.048
O -2.8670 -5.7267 -0.5690 -0.057
H -3.5580 -5.9557 -1.2032 0.032
H -3.1681 -6.1188 0.2586 0.048
O -0.1458 -0.6973 -3.2764 -0.067
H -0.3441 -1.5373 -3.7041 0.040
H -0.7088 -0.0538 -3.7409 0.006
O 6.0944 -0.5181 -1.1784 -0.053
H 6.6564 0.0189 -1.7514 0.050
H 6.6923 -0.8408 -0.4943 0.050
O -3.7422 2.8831 -1.8302 -0.044
H -4.3369 2.5993 -1.1229 0.006
H -4.0787 3.7473 -2.0920 0.047
O 6.2284 3.0272 -2.4617 -0.062
H 5.6197 2.7697 -1.7587 -0.009
H 5.9333 3.9076 -2.7156 0.035
O -5.7451 -4.5702 -2.3104 -0.054
H -5.1762 -4.2838 -3.0344 0.038
H -5.5064 -3.9884 -1.5784 0.031
O 0.8498 4.6218 -2.9640 -0.056
H 0.5395 5.1716 -3.6920 0.035
H 1.7926 4.8162 -2.9124 0.034
O -2.2410 1.0280 -3.7025 -0.060
H -2.8353 0.7465 -2.9948 0.026
H -2.5792 1.8932 -3.9619 0.011
O 6.2651 -1.2643 4.7323 -0.051
H 5.5613 -1.5022 4.1172 0.006
H 5.9872 -1.6520 5.5693 0.047
O -2.5245 4.2579 1.7086 -0.050
H -2.4885 4.4653 2.6493 0.040
H -1.9990 4.9503 1.2918 0.042
O 4.6334 1.3886 4.1833 -0.057
H 4.9252 0.5493 3.8109 -0.001
H 5.3478 1.6313 4.7821 0.040
O -4.8708 -0.7794 -2.3706 -0.048
H -4.5916 -1.1301 -1.5119 0.001
H -5.3855 -1.4885 -2.7709 0.026
O -3.1493 3.0744 -5.7548 -0.053
H -3.7253 2.3037 -5.8245 0.043
H -2.8889 3.2551 -6.6645 0.044
```

=====

A structure of composition C17H5Cl5IIrN2O2S3 in a non-equilibrium geometry, computed with ωB97M-V/def2-TZVPD.

Properties
frontier orbital gap	6.16	eV
energy relative to the best compared isomer or geometry (same formula, charge and spin)	0.000	eV
net charge	-2

Geometry as XYZ:
```
36
Properties=species:S:1:pos:R:3:lowdin_charge:R:1
Ir -1.0784 0.3350 1.2460 0.300
S -3.2471 1.0649 -0.3671 0.499
C -4.0907 0.0313 0.6747 -1.194
S -3.1862 -0.4594 2.0462 0.511
C -5.4054 -0.4015 0.4868 -0.403
C -6.1534 -0.0510 -0.6706 -0.282
N -6.7783 0.1989 -1.6092 0.108
C -6.0495 -1.2535 1.4273 -0.291
N -6.5984 -1.9492 2.1689 0.107
Cl -1.2207 0.0238 4.4845 0.612
C 0.3876 -0.1020 3.8551 -0.728
C 0.5645 -0.2607 2.4680 -0.408
C 1.8915 -0.3917 2.0691 -0.689
Cl 2.2462 -0.6867 0.4010 0.736
C 2.9729 -0.3097 2.9481 -0.710
Cl 4.5982 -0.4382 2.3720 0.636
C 2.7482 -0.1186 4.3037 -0.720
Cl 4.0740 0.0115 5.4059 0.628
C 1.4394 -0.0345 4.7631 -0.714
Cl 1.1420 0.1551 6.4562 0.635
I -0.4880 2.8844 1.6780 0.022
O 3.7059 1.7849 -4.4227 0.086
C 2.9902 0.6544 -4.6805 -0.495
O 3.2485 0.0327 -5.6810 0.077
C 1.9575 0.2771 -3.6934 -0.167
C 1.5550 1.0933 -2.6305 -0.045
C 0.6187 0.6603 -1.7173 -0.186
C 0.0658 -0.6297 -1.8006 -0.721
S -1.0006 -1.2806 -0.6076 0.536
C 0.4291 -1.4255 -2.9031 -0.118
C 1.3493 -0.9743 -3.8232 -0.032
H 3.4293 2.1582 -3.5770 0.077
H 1.9557 2.0944 -2.4951 0.109
H 0.3086 1.3039 -0.9041 0.016
H -0.0220 -2.4043 -3.0090 0.095
H 1.6404 -1.5929 -4.6627 0.112
```